(1)
C3H6OS2 | ωB97M-V/def2-TZVPD

Summary:
Frontier orbital gap (eV): 9.47
Total charge: 0

Geometry (Å):
C1 -0.80733 -0.96625 0.15116
C2 -0.36887 1.33095 -0.95921
C3 1.13231 -0.21115 0.90209
H1 -1.71916 -1.65448 0.39524
H2 -0.09120 -1.74289 -0.36297
H3 -0.63594 2.08056 -0.23385
H4 -0.27087 1.65077 -1.90740
H5 1.68750 0.19855 1.88638
H6 1.57237 -1.22741 0.67646
O1 -0.27242 -0.29793 1.32007
S1 -1.55289 0.07888 -1.21753
S2 1.32650 0.76038 -0.65043

Results of the Mulliken charge analysis, in e, for atoms 1 through 2: -0.396, -0.581


(2)
C3H6OS3 | ωB97M-V/def2-TZVPD

Summary:
Frontier orbital gap (eV): 8.05
Total charge: 0

Geometry (Å):
C1 0.52516 0.11365 -0.79154
C2 1.21191 -2.09496 0.74684
C3 -1.69827 1.33109 0.19866
O1 -0.04295 2.48948 -1.76596
S1 1.06415 1.50704 -1.47417
S2 1.89009 -0.97781 -0.46876
S3 -1.20138 -0.40018 -0.27872
H1 1.94249 -2.20267 1.61486
H2 1.12140 -3.09547 0.24461
H3 0.23006 -1.68029 1.15593
H4 -2.77383 1.41483 0.29751
H5 -1.25561 1.99747 -0.59178
H6 -1.01323 1.59783 1.11254

Results of the Mulliken charge analysis, in e, for atoms 1 through 2: 0.226, -0.719


(3)
C3H6OSe | ωB97M-V/def2-TZVPD

Summary:
Frontier orbital gap (spin up / spin down) (eV): 10.02 / 4.84
Total charge: 0

Geometry (Å):
C1 -0.32540 0.07049 0.39051
C2 -1.34647 0.02787 -0.76649
C3 2.14787 -0.16950 0.44442
O1 0.94707 -0.49791 -0.02588
Se1 -3.38224 0.29591 -0.43721
H1 -0.18044 1.09035 0.75881
H2 -0.69644 -0.55455 1.21144
H3 -1.10921 0.79357 -1.50425
H4 -1.29714 -0.95076 -1.24281
H5 2.95405 -0.72887 0.00855
H6 2.28835 0.62341 1.16293

Results of the Mulliken charge analysis, in e, for atoms 1 through 2: -0.216, -0.889


(4)
C3H6P2 | ωB97M-V/def2-TZVPD

Summary:
Frontier orbital gap (eV): 9.65
Total charge: 0

Geometry (Å):
C1 -1.99840 0.13372 -0.90197
C2 0.36257 0.05118 -0.04771
C3 1.65572 -0.24807 0.76936
P1 -0.96482 -1.29524 -0.13382
P2 -1.14642 0.62161 0.74253
H1 -1.40773 0.52156 -1.76696
H2 -3.10983 0.22259 -0.68541
H3 0.69803 0.58615 -0.95005
H4 2.22164 0.70963 0.51554
H5 2.29344 -1.12695 0.61454
H6 1.39578 -0.17618 1.84394

Results of the Mulliken charge analysis, in e, for atoms 1 through 2: -0.611, -0.017


(5)
C3H6S2 | ωB97M-V/def2-TZVPD

Summary:
Frontier orbital gap (eV): 8.36
Total charge: 0

Geometry (Å):
C1 0.35640 1.68504 -0.10082
C2 0.45806 0.38961 0.41351
C3 -0.77580 -0.39194 0.49100
H1 0.04937 1.65768 -1.25685
H2 1.31018 2.07536 0.08104
H3 -0.28607 2.40327 0.32935
H4 0.82840 0.22525 1.43090
H5 1.51879 -1.32684 -1.13783
H6 -1.01795 -1.25648 1.39839
S1 1.95941 -0.57446 -0.13249
S2 -2.12408 -0.29270 -0.22171

Results of the Mulliken charge analysis, in e, for atoms 1 through 2: -1.219, 0.420


(6)
C3H6S2 | ωB97M-V/def2-TZVPD

Summary:
Frontier orbital gap (eV): 8.12
Total charge: 0

Geometry (Å):
C1 -0.51755 0.52514 -1.17235
C2 -0.34730 -0.74036 -0.40800
C3 0.72437 -0.31635 0.72035
H1 -0.58213 -0.08784 -2.62037
H2 -1.80351 1.37404 -0.80427
H3 0.57390 1.24490 -1.30139
H4 -1.47296 -0.90605 -0.00228
H5 0.04506 -1.56105 -0.82182
H6 1.00119 0.54543 3.31994
S1 0.07298 0.51664 2.28934
S2 2.30594 -0.59449 0.80087

Results of the Mulliken charge analysis, in e, for atoms 1 through 2: -0.850, -0.320